[1]
The molecule C6H9NO in a non-equilibrium geometry, computed with ωB97M-V/def2-TZVPD.

```
17
Properties=species:S:1:pos:R:3:forces:R:3:mulliken_charge:R:1
C -0.31281 -0.68283 -0.08836 -1.49 1.45 -0.87 0.424
C -1.30848 -1.08409 0.96386 -0.01 0.01 -0.07 -1.556
C -0.67898 1.84365 0.18140 -0.14 -0.10 0.33 -1.283
C 0.08706 0.63467 -0.27887 -0.61 -0.64 1.15 0.522
C 2.09125 -0.65642 -0.38988 0.50 2.11 -2.37 0.033
C 1.42821 0.77779 -0.73201 0.59 -2.17 -0.56 -0.295
O -0.27697 -1.54926 -1.18911 0.58 -0.23 0.76 -0.459
N 2.60739 0.36436 0.09542 0.52 -0.38 1.31 -0.545
H -0.44820 -2.45779 -0.89985 0.11 0.23 0.06 0.342
H 2.39835 -1.60976 -0.82870 -0.03 0.12 0.58 0.292
H 1.72273 1.51999 -1.46732 0.09 -0.29 -0.23 0.464
H -2.33638 -0.95840 0.60831 0.00 -0.02 0.05 0.293
H -1.18142 -2.13951 1.22800 0.02 0.04 -0.05 0.478
H -1.16721 -0.50606 1.87943 -0.06 -0.01 -0.14 0.332
H -1.65236 1.90643 -0.31413 0.01 0.03 0.13 0.312
H -0.84671 1.83522 1.26368 -0.08 0.00 -0.02 0.276
H -0.12547 2.76203 -0.03188 0.00 -0.16 -0.05 0.369
```
Forces are in eV/Å.

Properties
HOMO ... -0.28391 Ha
Calculated total energy ... -363.8491 a.u.
Orbital gap ... 0.30836 hartree
SMILES string ... C/C(O)=C(\C)[C@@H]1C=N1


[2]
C6H9NO as an isolated structure in a non-equilibrium geometry, computed with ωB97M-V/def2-TZVPD.

```
17
Properties=species:S:1:pos:R:3:forces:R:3:mulliken_charge:R:1
C 0.70942 1.71857 0.88490 0.82 -0.24 -1.98 -1.477
C 0.22466 0.43920 0.19510 -0.41 -0.05 0.40 0.397
C -0.23686 -0.81807 0.98310 -1.30 -0.37 -0.94 -0.475
C 0.10965 -1.50473 -0.37353 0.41 0.85 0.55 -0.388
C -0.95539 -0.91098 -1.26979 0.01 1.03 -1.72 -0.107
C -0.86717 0.50099 -0.90275 -0.06 0.26 0.57 -0.242
H 1.00497 2.49851 0.11743 -0.28 -0.87 0.82 0.328
H 1.57422 1.49496 1.49979 0.23 0.01 0.08 0.377
H -0.03261 2.14056 1.51672 -0.84 0.28 0.48 0.344
H -1.30468 -0.87908 1.25589 0.58 0.13 0.15 0.261
H 0.37410 -1.15977 1.77689 0.93 0.00 0.72 0.368
H 0.35101 -2.54654 -0.54327 0.20 -0.07 0.27 0.481
H 2.05080 -0.53262 -0.02734 -0.83 -0.53 -0.27 0.324
H -1.12071 -1.11028 -2.32641 0.19 -0.64 0.29 0.429
H -1.02803 1.35294 -1.54249 0.33 0.07 -0.22 0.459
N 1.18529 -0.43141 -0.59351 0.83 0.29 0.21 -0.590
O -2.03868 -0.25226 -0.65072 -0.82 -0.15 0.57 -0.488
```
Forces are in eV/Å.

Properties
HOMO ... -0.32955 Ha
Calculated total energy ... -363.9086 a.u.
Orbital gap ... 0.36729 hartree


[3]
C6H9NO as an isolated structure in a non-equilibrium geometry, computed with ωB97M-V/def2-TZVPD.

```
17
Properties=species:S:1:pos:R:3:forces:R:3:mulliken_charge:R:1
C 0.01543 0.52832 0.19759 0.97 3.69 -1.45 0.452
C -1.37249 1.25999 0.11832 0.03 1.65 2.20 -0.301
C -0.75277 -0.49380 -0.55294 3.40 -0.80 -2.43 -0.014
C 0.32175 -1.62950 -0.43180 -0.16 1.94 1.93 -0.860
C 1.62888 -0.74216 -0.59590 -0.71 0.92 -2.51 -0.325
C 1.35694 0.61107 -0.47760 0.83 -2.62 -0.05 -0.938
H 0.27247 1.26690 2.15833 0.08 -4.36 -1.93 0.281
H -0.70624 -0.17052 1.70367 1.09 0.02 1.66 0.483
H -1.61899 2.04999 -0.75863 0.35 -2.08 2.06 0.262
H -1.57557 1.55101 1.25562 -0.28 0.55 -2.77 0.296
H -0.87695 -0.27607 -1.68359 0.76 -0.09 1.45 0.344
H 0.17534 -2.19499 -1.27706 0.20 -2.40 -1.34 0.512
H 0.26599 -2.05828 0.58303 0.17 -0.51 -0.78 0.330
H 2.45927 -1.22298 -1.20037 -0.70 0.83 1.28 0.332
H 2.04470 1.45234 -0.64770 -0.49 -0.53 0.13 0.358
N 0.29066 0.15557 1.59119 -2.60 3.58 1.80 -0.756
O -1.92843 -0.08688 0.01784 -2.94 0.22 0.74 -0.457
```
Forces are in eV/Å.

Properties
HOMO ... -0.33779 Ha
Calculated total energy ... -363.8039 a.u.
Orbital gap ... 0.37173 hartree


[4]
The molecule C6H9NO in a non-equilibrium geometry, computed with ωB97M-V/def2-TZVPD.

```
17
Properties=species:S:1:pos:R:3:forces:R:3:mulliken_charge:R:1
O 0.39230 0.41000 -3.80996 0.06 -0.35 -0.16 -0.449
C 0.00012 0.74464 -2.73330 -0.75 1.02 1.23 -0.025
C -1.11075 0.12843 -1.89333 -1.03 0.07 -0.30 -0.590
C -0.59197 -0.88015 -0.84910 1.26 0.30 -0.72 -0.516
C -0.51448 -0.31494 0.52021 0.45 -0.51 1.42 -0.277
C 0.57829 -0.46014 1.28858 -0.33 -0.25 -2.11 -0.230
N 0.55376 -0.26705 2.64815 0.14 1.14 0.44 -0.442
C 1.25884 0.51237 3.34339 0.60 -0.72 2.50 -0.157
H 0.37399 1.66702 -2.20476 0.44 -0.37 -0.48 0.277
H -1.61870 0.94358 -1.36011 0.41 0.09 0.03 0.348
H -1.92883 -0.22878 -2.52400 0.42 -0.57 -0.24 0.367
H 0.43667 -1.15801 -1.14878 -0.29 0.01 0.12 0.267
H -1.10067 -1.84172 -0.83131 -0.54 0.16 -0.15 0.371
H -1.41093 0.04158 1.02242 -0.11 0.00 -0.25 0.295
H 1.44843 -0.86853 0.76136 0.18 0.09 0.63 0.306
H 1.03622 0.46271 4.41447 -0.49 -0.03 0.03 0.212
H 2.19768 1.10900 3.35607 -0.43 -0.08 -1.98 0.243
```
Forces are in eV/Å.

Properties
HOMO ... -0.32147 Ha
Calculated total energy ... -363.9187 a.u.
Orbital gap ... 0.34368 hartree
SMILES string ... C=N/C=C/CCC=O


[5]
The molecule C6H9NO in a non-equilibrium geometry, computed with ωB97M-V/def2-TZVPD.

```
17
Properties=species:S:1:pos:R:3:forces:R:3:mulliken_charge:R:1
O -2.62059 -1.08546 -1.02729 -0.07 0.08 -0.19 -0.483
C -1.47151 -0.95886 -1.38992 -1.57 0.13 1.12 -0.128
C -0.82774 0.40792 -1.39726 0.03 -0.23 -0.67 -0.575
C 0.60857 0.40823 -0.91498 0.68 2.95 -2.34 -0.904
C 0.87948 0.20416 0.50293 1.27 0.34 2.23 0.729
C 2.09834 -0.07575 0.99850 -0.11 -0.46 -0.94 -1.011
C -0.75792 -0.01464 2.15536 -0.03 -1.12 0.63 -0.244
N -0.07470 0.73230 1.41703 -0.41 -0.08 -0.56 -0.330
H -0.98012 -1.92396 -1.59825 0.91 0.48 -0.42 0.419
H -1.45298 1.16440 -0.90369 0.05 -0.72 0.53 0.306
H -0.87678 0.81044 -2.41411 0.36 -0.42 -0.30 0.410
H 0.97920 1.43343 -1.21705 -0.66 -0.10 1.03 0.289
H 1.32244 0.01172 -1.63233 -0.14 -1.60 0.34 0.436
H 2.92300 -0.15003 0.29857 -0.04 -0.41 -0.05 0.261
H 2.36832 -0.21065 2.03661 -0.40 0.38 0.08 0.296
H -0.71517 -1.12051 2.14099 0.18 0.34 -0.24 0.251
H -1.40185 0.36724 2.94488 -0.06 0.44 -0.27 0.279
```
Forces are in eV/Å.

Properties
HOMO ... -0.32479 Ha
Calculated total energy ... -363.9298 a.u.
Orbital gap ... 0.35449 hartree
SMILES string ... C=NC(=C)CCC=O


[6]
A 2-piece molecular cluster, C6H9NO overall in a non-equilibrium geometry, computed with ωB97M-V/def2-TZVPD.

```
17
Properties=species:S:1:pos:R:3:forces:R:3:mulliken_charge:R:1
C -3.04928 1.21539 0.39554 1.09 -2.55 -0.99 0.287
C -3.24222 -1.10781 0.50344 -1.42 -3.02 1.55 -0.753
C 1.02025 0.58823 0.06953 -2.06 1.53 1.52 -0.856
C 1.73924 -0.27353 -0.62052 -1.40 -0.08 -1.15 0.315
C -2.66604 -0.08026 -0.06380 0.55 -0.42 -0.32 0.440
C 3.15025 -0.13425 -1.00624 0.79 -0.25 1.65 -1.098
N -3.36375 2.22621 0.76807 -0.97 3.33 1.15 -0.375
O -1.71084 -0.16718 -1.03154 -1.57 -1.53 0.12 -0.517
H -3.19137 -2.21942 0.25572 0.56 1.88 -0.08 0.268
H -3.85999 -0.95756 1.41152 0.21 0.26 -0.98 0.254
H -0.08423 0.61434 0.44593 2.22 -1.02 -1.08 0.277
H 1.42475 1.53347 0.39802 0.76 0.06 0.17 0.205
H 1.24014 -1.10764 -1.10005 -0.17 -0.33 0.36 0.306
H 3.67785 0.59066 -0.35276 0.01 -0.81 -0.30 0.285
H 3.38761 0.09666 -1.99374 -0.45 1.24 -2.03 0.311
H 3.55956 -1.14039 -1.06852 0.58 -0.18 1.12 0.309
H -1.35454 0.68591 -1.07867 1.27 1.89 -0.71 0.340
```
Forces are in eV/Å.

Properties
HOMO ... -0.35898 Ha
Calculated total energy ... -363.9092 a.u.
Orbital gap ... 0.38763 hartree
SMILES string ... C=C(O)C#N.C=CC


[7]
The molecule C6H9NO in a non-equilibrium geometry, computed with ωB97M-V/def2-TZVPD.

```
17
Properties=species:S:1:pos:R:3:forces:R:3:mulliken_charge:R:1
C 1.07625 0.91530 -2.00043 -2.30 0.19 1.43 -1.098
C 0.56375 0.51800 -0.53569 -0.19 -0.74 0.57 0.376
C 0.48005 1.19311 0.68311 1.34 -0.44 -3.26 -0.329
C -0.63215 -0.57255 2.04407 1.56 -1.69 0.38 -0.317
C -1.10327 -0.73003 0.63861 -1.38 -0.36 -1.94 -0.318
C 0.04056 -0.92604 -0.24238 0.39 1.41 -1.11 0.042
H 1.41493 1.95386 -2.05213 -0.20 -0.02 0.15 0.332
H 1.95740 0.30760 -2.22754 -0.57 -0.24 -0.38 0.286
H 0.13295 0.82383 -2.72236 2.38 -0.15 1.28 0.235
H 0.87825 2.22799 0.70254 -0.53 -0.72 0.66 0.366
H 0.17088 -1.37048 2.35643 -1.53 1.29 -0.66 0.213
H -1.29501 -0.45012 2.90692 -0.20 0.13 -0.51 0.271
H -1.53652 0.17620 0.23092 -0.60 0.20 1.11 0.458
H -1.74002 -1.42972 -1.25234 -2.56 1.77 -2.66 0.226
H 0.72337 -1.65403 0.13071 0.96 -0.08 0.08 0.365
N -1.18042 -1.67451 -0.53845 2.99 -1.85 4.31 -0.673
O 0.04901 0.69160 1.87799 0.43 1.29 0.57 -0.437
```
Forces are in eV/Å.

Properties
HOMO ... -0.30582 Ha
Calculated total energy ... -363.8400 a.u.
Orbital gap ... 0.34117 hartree
SMILES string ... CC1=COC[C@@H]2N[C@@H]12


[8]
A 2-piece molecular cluster, C6H9NO overall in a non-equilibrium geometry, computed with ωB97M-V/def2-TZVPD.

```
17
Properties=species:S:1:pos:R:3:forces:R:3:mulliken_charge:R:1
C 1.00800 0.16481 -1.05710 -0.64 0.34 0.85 -0.465
C 2.06919 -0.43340 -0.40409 -3.93 0.75 -0.55 -0.628
N 1.51446 -1.25504 0.53920 1.82 -0.92 0.01 -0.021
C 0.12371 -1.25383 0.46509 0.22 1.46 -1.02 -0.712
C -0.26018 -0.27646 -0.49810 2.12 -1.05 -0.07 0.558
C -1.54596 0.30451 -1.00700 0.29 -1.96 2.70 -0.232
C -2.69835 0.06022 -0.34755 0.10 -0.03 0.00 -0.711
H 1.05426 1.04946 -1.66880 0.27 -0.13 -0.45 0.311
H 3.06464 -0.20504 -0.54719 1.94 -0.04 0.16 0.433
H 2.24582 -1.83916 1.01831 -2.21 0.36 -0.19 0.256
H -0.47705 -1.90692 1.05687 -0.08 -0.23 0.33 0.394
H -1.33818 0.91257 -1.85672 -0.72 0.51 -0.56 0.332
H -3.68003 0.42869 -0.56690 -0.14 0.58 -0.81 0.288
H -2.82194 -0.57629 0.54838 0.96 0.22 -0.52 0.184
H -0.64586 1.73670 0.83039 0.97 0.33 1.22 0.350
H 0.11155 1.32014 2.10900 0.14 -1.13 0.61 0.300
O -0.03662 2.05876 1.54934 -1.11 0.93 -1.69 -0.636
```
Forces are in eV/Å.

Properties
HOMO ... -0.30306 Ha
Calculated total energy ... -363.9627 a.u.
Orbital gap ... 0.33373 hartree
SMILES string ... C=Cc1cc[nH]c1.O


Taking the records one at a time from the top gives E_LUMO values of 0.67 1.03 0.92 0.60 0.81 0.78 0.96 0.83 eV.
Taking the records one at a time from the top gives relative energy (zero: lowest compared OMol25 entry of this formula, charge and spin) values of 109.9 72.5 138.3 66.3 59.2 72.2 115.6 38.6 kcal/mol.